Entry 1:
{"formula": "C9H14O2", "method": "ωB97M-V/def2-TZVPD", "symbols": ["C", "C", "C", "C", "C", "C", "C", "C", "O", "H", "H", "H", "H", "H", "H", "H", "H", "H", "H", "C", "O", "H", "H", "H", "H"], "coordinates": [[1.358, -1.885, 1.190], [1.167, -2.616, -0.088], [0.420, -0.633, 1.044], [1.070, 0.506, 0.554], [-0.880, -0.605, 1.583], [0.321, 1.674, 0.469], [-1.670, 0.532, 1.540], [-0.998, 1.668, 0.955], [-1.696, 2.777, 0.573], [1.066, -2.380, 2.131], [2.365, -1.526, 1.502], [2.052, -3.322, -0.227], [2.087, 0.613, 0.251], [-1.287, -1.525, 2.030], [0.656, 2.499, -0.196], [-2.700, 0.666, 1.795], [-2.127, 3.300, 1.265], [1.204, -1.985, -1.023], [0.411, -3.378, -0.114], [-0.518, 0.643, -2.308], [-0.036, 1.287, -3.467], [-0.216, 2.233, -3.531], [-0.387, 1.341, -1.457], [-0.065, -0.333, -2.157], [-1.597, 0.448, -2.315]], "forces_ev_per_a": [[-1.53, 2.35, 1.90], [2.98, -2.07, -1.98], [3.24, -1.07, 1.57], [-1.78, 2.32, 0.19], [-2.20, 0.08, 0.35], [1.37, -1.13, -1.09], [2.35, 0.23, -0.68], [-2.14, 1.31, -0.72], [1.04, -0.65, 0.60], [-0.34, -0.50, -0.69], [-0.42, -0.14, -1.14], [-0.66, 1.00, 0.10], [0.57, -0.80, -0.29], [0.23, 0.40, -0.37], [-0.15, -0.24, 1.26], [-0.31, -0.37, 0.43], [-0.41, -0.44, 0.10], [-0.36, -0.54, 1.12], [-1.11, 0.35, 0.09], [-1.05, 1.57, 0.26], [0.42, -0.74, -0.46], [-0.31, -0.35, 0.43], [0.09, -0.88, -0.45], [0.58, 0.25, -0.09], [-0.11, 0.06, -0.43]], "lowdin_spin": [0.022, 0.025, 0.238, 0.026, 0.077, 0.113, 0.065, 0.250, 0.138, 0.003, 0.003, 0.006, -0.002, 0.001, 0.000, 0.001, 0.009, 0.001, 0.000, 0.012, 0.008, 0.000, 0.003, 0.002, 0.000], "total_charge": 1, "lumo_ev": [-3.96, -7.87], "de_lowest_kj_mol": 189.7, "spin_multiplicity": 2, "homo_lumo_gap_ha": [0.3419, 0.1969]}



Entry 2:
{"formula": "C9H14O2P", "method": "ωB97M-V/def2-TZVPD", "symbols": ["C", "C", "C", "C", "C", "C", "C", "C", "C", "O", "O", "P", "H", "H", "H", "H", "H", "H", "H", "H", "H", "H", "H", "H", "H", "H"], "coordinates": [[-3.911, 0.475, 0.291], [-3.197, -0.686, 0.377], [-3.299, 1.686, 0.140], [-1.859, -0.683, 0.169], [-2.007, 1.683, -0.177], [-1.239, 0.555, -0.100], [3.385, 0.817, 1.222], [2.098, -1.440, 0.433], [0.386, -0.441, -2.223], [3.385, -0.582, 0.644], [1.056, -0.600, 0.467], [0.560, 0.719, -0.696], [-5.064, 0.405, 0.432], [-3.706, -1.631, 0.495], [-3.896, 2.479, 0.544], [-1.289, -1.614, 0.421], [-1.420, 2.554, -0.358], [2.438, 1.218, 0.890], [4.127, 1.430, 0.580], [3.693, 0.928, 2.263], [4.090, -1.120, 1.027], [2.370, -2.035, -0.423], [2.044, -2.076, 1.296], [0.936, -1.351, -2.042], [0.931, 0.006, -3.133], [-0.612, -0.699, -2.538]], "forces_ev_per_a": [[-3.49, -0.58, 0.70], [-0.86, -1.16, -0.79], [-2.78, -0.18, 1.14], [2.39, -0.38, 0.91], [3.05, 1.09, 0.05], [1.36, -1.58, -1.10], [1.32, 1.35, -2.33], [-1.46, 1.15, 0.78], [1.68, 1.67, -1.01], [1.13, 0.85, 0.61], [0.48, 0.06, -0.79], [-1.96, -2.93, -0.11], [2.23, 0.32, -0.07], [-0.09, -0.05, 0.30], [0.10, 1.10, -0.93], [-0.39, 1.01, -0.74], [-0.16, 1.07, -0.05], [-0.23, -0.02, 0.83], [-0.87, -1.41, 0.97], [-0.56, -0.73, -0.06], [0.26, -0.06, 0.01], [-0.10, 0.32, -0.86], [0.08, -0.28, 0.59], [0.11, -0.42, 0.29], [-0.86, -0.37, 1.36], [-0.39, 0.17, 0.30]], "mulliken_charge": [-0.295, -0.505, -0.545, -0.098, -0.406, 0.559, -0.276, -0.066, -0.979, -0.253, -0.342, 0.076, 0.268, 0.370, 0.357, 0.204, 0.349, 0.072, 0.260, 0.319, 0.398, 0.266, 0.282, 0.247, 0.371, 0.366], "total_charge": 1, "lumo_ev": -3.38, "de_lowest_kj_mol": 156.4, "homo_lumo_gap_ha": 0.3229}



Entry 3:
{"formula": "C9H14S", "method": "ωB97M-V/def2-TZVPD", "symbols": ["C", "C", "S", "H", "H", "H", "H", "H", "H", "C", "C", "C", "C", "C", "C", "C", "H", "H", "H", "H", "H", "H", "H", "H"], "coordinates": [[-2.738, 0.022, -2.781], [-0.563, 1.262, -1.414], [-1.285, -0.334, -1.911], [-2.624, 0.464, -3.841], [-3.292, -0.942, -2.920], [-3.428, 0.574, -2.208], [-0.385, 1.294, -0.363], [-1.168, 2.120, -1.621], [0.411, 1.296, -1.819], [2.719, 0.956, 1.490], [-0.602, -0.764, 2.042], [-0.508, -1.784, 1.041], [0.374, 0.222, 2.137], [1.520, 0.055, 1.409], [0.533, -1.843, 0.094], [1.559, -0.927, 0.390], [-1.670, -0.613, 2.437], [-1.289, -2.547, 1.241], [0.319, 0.890, 3.046], [0.558, -2.377, -0.784], [3.320, 0.899, 0.606], [3.344, 0.828, 2.344], [2.459, -0.815, -0.245], [2.438, 2.066, 1.630]], "forces_ev_per_a": [[-1.32, -0.93, -2.40], [-0.89, -0.78, 0.02], [1.38, 0.36, 0.62], [0.23, -0.47, 1.75], [0.81, 0.50, -0.01], [-0.61, 1.23, 0.66], [-0.07, -0.52, 1.18], [-0.42, 0.30, -0.65], [0.99, 0.21, -0.92], [-1.24, 2.39, 0.32], [-1.73, 0.55, -1.68], [-1.35, -0.30, 1.10], [-1.19, -0.46, 3.08], [1.37, -0.09, -1.39], [0.81, 2.97, 3.30], [0.36, 0.16, -1.17], [2.08, -0.49, 0.20], [0.54, 0.31, -1.14], [0.06, -0.22, -1.54], [0.01, -1.72, -1.45], [0.38, -0.13, -0.43], [0.48, -0.72, 0.77], [-0.71, -0.61, 0.20], [0.02, -1.57, -0.42]], "lowdin_spin": [0.073, 0.048, 0.503, 0.026, 0.000, 0.010, 0.013, -0.001, 0.012, 0.016, 0.040, 0.110, 0.020, 0.081, 0.030, 0.007, 0.000, 0.002, -0.001, 0.001, 0.000, 0.006, -0.001, 0.004], "total_charge": 1, "lumo_ev": [-2.76, -7.87], "de_lowest_kj_mol": 117.1, "spin_multiplicity": 2, "homo_lumo_gap_ha": [0.3745, 0.1636]}



Entry 4:
{"formula": "C9H15Cl2F3N", "method": "ωB97M-V/def2-TZVPD", "symbols": ["F", "C", "F", "C", "F", "C", "C", "C", "C", "C", "N", "C", "H", "H", "H", "H", "H", "H", "H", "H", "H", "H", "H", "H", "H", "C", "Cl", "Cl", "H", "H"], "coordinates": [[2.733, -2.949, 0.839], [2.496, -1.916, -0.237], [2.306, -2.498, -1.618], [2.505, -0.458, 0.056], [3.854, 0.139, 0.382], [1.213, 0.550, 0.074], [-0.187, -0.100, -0.476], [-1.391, -0.160, 0.654], [-1.781, -1.725, 0.972], [-2.996, -2.131, -0.071], [-3.120, -0.972, -1.083], [-2.750, 0.247, -0.222], [1.484, 1.456, -0.650], [1.078, 1.025, 1.143], [-0.091, -1.163, -0.957], [-0.598, 0.611, -1.343], [-1.405, 0.632, 1.521], [-0.827, -2.377, 0.719], [-2.136, -1.867, 2.080], [-3.954, -1.945, 0.617], [-2.941, -3.171, -0.622], [-2.421, -1.280, -1.807], [-4.027, -0.911, -1.631], [-3.672, 0.290, 0.533], [-2.742, 1.307, -0.738], [3.939, 3.761, 0.301], [2.234, 3.793, 0.768], [4.765, 5.239, 0.809], [4.421, 2.903, 0.775], [4.009, 3.670, -0.786]], "forces_ev_per_a": [[0.30, 3.22, -4.35], [0.27, 0.36, 0.60], [-0.46, 1.67, 5.21], [0.70, -1.80, -0.95], [-4.23, -1.85, 0.49], [1.27, 0.66, -1.73], [-0.43, 0.70, 0.06], [-2.09, -0.24, -2.61], [1.06, -0.05, -0.33], [-1.52, 0.22, 2.34], [1.32, -0.84, -0.75], [-1.06, 1.43, 2.01], [-0.62, -1.88, 1.73], [0.50, -1.27, -2.02], [0.18, 1.92, 1.00], [1.16, -1.47, 1.84], [0.56, -1.91, -1.55], [-2.06, 1.23, 0.92], [0.72, 0.07, -2.33], [1.81, -1.21, -1.80], [-0.17, 2.26, 1.31], [-0.44, 1.28, 0.62], [1.03, -0.04, 1.31], [1.96, -0.03, -1.57], [0.20, -2.52, 0.51], [0.54, -0.16, -0.18], [-0.17, 0.01, 0.03], [-0.03, -0.16, -0.08], [-0.20, 0.26, -0.03], [-0.10, 0.13, 0.29]], "mulliken_charge": [-0.221, 0.017, -0.216, 0.321, -0.264, -0.337, -0.740, 0.254, -0.674, -0.550, -0.220, -0.818, 0.213, 0.352, 0.428, 0.291, 0.465, 0.217, 0.338, 0.311, 0.353, 0.383, 0.359, 0.334, 0.388, -0.193, -0.159, -0.146, 0.229, 0.286], "total_charge": 1, "lumo_ev": -4.36, "homo_lumo_gap_ha": 0.2742}



Entry 5:
{"formula": "C9H15ClFN2O3PSi", "method": "ωB97M-V/def2-TZVPD", "symbols": ["C", "C", "C", "F", "Si", "C", "C", "O", "Cl", "O", "C", "N", "P", "C", "O", "H", "H", "H", "H", "H", "H", "H", "H", "H", "H", "H", "H", "C", "C", "N", "H", "H", "H"], "coordinates": [[0.560, -3.099, 2.030], [1.269, -1.740, 2.377], [0.306, -0.492, 2.274], [-0.899, -0.835, 2.917], [0.108, 0.160, 0.498], [1.566, -0.450, -0.567], [1.529, 0.047, -2.025], [0.720, 0.780, -2.438], [2.807, -0.605, -3.134], [0.177, 1.907, 0.441], [-0.367, 2.395, 1.555], [-0.500, 2.629, 2.658], [-1.765, -0.412, -0.538], [-2.923, -1.367, 0.568], [-1.302, -1.510, -1.768], [-0.265, -3.006, 1.296], [0.190, -3.524, 2.986], [1.355, -3.799, 1.678], [2.230, -1.577, 1.844], [1.538, -1.792, 3.460], [0.789, 0.288, 2.917], [2.501, -0.080, -0.074], [1.639, -1.564, -0.548], [-2.414, -2.271, 0.962], [-3.818, -1.652, -0.032], [-3.316, -0.737, 1.399], [-0.684, -2.139, -1.363], [0.122, 3.739, -3.006], [-0.750, 4.731, -3.667], [-1.424, 5.498, -4.178], [-0.296, 3.465, -2.038], [0.202, 2.847, -3.623], [1.115, 4.161, -2.859]], "forces_ev_per_a": [[1.13, 0.13, 0.42], [-0.81, 0.08, 0.77], [1.64, -0.17, 0.96], [0.30, 0.22, -0.56], [0.10, -0.58, -0.45], [0.86, 0.09, -0.02], [0.68, -1.11, 1.08], [-0.71, 0.88, -0.58], [-0.34, 0.12, 0.61], [-1.20, -0.25, 1.21], [2.34, -1.38, -3.01], [-1.17, 1.03, 2.23], [-1.57, 0.25, -1.30], [0.17, -0.38, 0.06], [0.34, 0.38, 1.72], [0.51, -0.10, 0.37], [-0.15, 0.24, -0.83], [-0.82, 0.36, -0.01], [-0.73, -0.02, 0.09], [-0.05, 0.02, -0.80], [-0.49, -0.34, -0.55], [-0.48, -0.32, -0.56], [-0.04, 0.73, -0.04], [-0.61, 0.44, 0.00], [0.80, 0.13, 0.22], [0.64, -0.34, -0.53], [-0.29, -0.18, -0.48], [-0.30, 0.37, -0.25], [0.76, -0.82, 0.58], [-0.42, 0.47, -0.32], [0.00, -0.02, -0.05], [-0.04, 0.04, 0.03], [-0.04, 0.02, -0.02]], "mulliken_charge": [-0.927, -0.765, 0.276, -0.337, 0.083, -0.856, 0.325, -0.350, -0.197, -0.237, 0.453, -0.459, 0.106, -0.816, -0.476, 0.118, 0.353, 0.312, 0.332, 0.399, 0.409, 0.558, 0.453, 0.224, 0.336, 0.324, 0.342, -0.394, 0.159, -0.359, 0.077, 0.222, 0.311], "lumo_ev": -0.18, "de_lowest_kj_mol": 78.6, "homo_lumo_gap_ha": 0.3236}



Entry 6:
{"formula": "C9H15F4OP", "method": "ωB97M-V/def2-TZVPD", "symbols": ["C", "C", "C", "P", "C", "O", "C", "F", "C", "F", "F", "F", "C", "C", "C", "H", "H", "H", "H", "H", "H", "H", "H", "H", "H", "H", "H", "H", "H", "H"], "coordinates": [[-2.528, 1.472, -0.073], [-1.723, 0.242, -0.483], [-2.511, -1.033, -0.197], [-0.139, 0.172, 0.515], [0.756, -1.253, -0.645], [0.480, -1.483, -1.783], [1.711, -2.113, 0.177], [2.238, -1.385, 1.202], [0.876, -3.253, 0.779], [1.595, -4.022, 1.601], [-0.167, -2.798, 1.473], [0.397, -4.049, -0.183], [0.800, 1.634, -0.237], [2.244, 1.289, -0.592], [0.785, 2.776, 0.778], [-2.770, 1.430, 0.989], [-1.978, 2.392, -0.267], [-3.459, 1.510, -0.633], [-1.469, 0.298, -1.547], [-2.634, -1.166, 0.877], [-1.995, -1.905, -0.593], [-3.496, -0.982, -0.654], [2.532, -2.541, -0.412], [0.270, 1.938, -1.147], [2.769, 0.894, 0.274], [2.291, 0.559, -1.398], [2.761, 2.189, -0.921], [1.417, 2.525, 1.627], [-0.218, 2.973, 1.151], [1.167, 3.689, 0.322]], "forces_ev_per_a": [[0.22, -0.04, -0.06], [0.27, -0.13, 0.19], [0.16, 0.09, -0.08], [0.61, -0.46, -1.51], [-1.10, 1.35, 1.20], [0.16, -0.11, -0.09], [0.04, -0.68, -0.32], [0.12, 0.17, 0.28], [0.07, -0.51, 0.04], [0.29, 0.12, 0.10], [-0.13, 0.22, 0.15], [0.06, 0.10, -0.29], [-0.12, -0.24, 0.24], [-0.20, 0.04, -0.07], [-0.10, -0.05, -0.18], [-0.05, 0.06, 0.10], [-0.04, 0.10, 0.01], [-0.11, 0.02, -0.04], [0.01, -0.03, 0.11], [-0.08, -0.05, 0.07], [-0.02, -0.14, -0.02], [-0.14, -0.02, -0.06], [-0.27, 0.05, -0.01], [0.01, -0.06, 0.08], [0.11, -0.04, 0.08], [0.10, -0.01, -0.08], [0.11, 0.06, -0.04], [0.03, 0.00, 0.12], [-0.07, 0.08, 0.07], [0.05, 0.12, 0.00]], "mulliken_charge": [-1.519, 0.456, -1.515, -0.098, 0.285, -0.505, -0.007, -0.295, 0.700, -0.271, -0.223, -0.254, 0.692, -1.726, -1.515, 0.366, 0.319, 0.444, 0.401, 0.350, 0.323, 0.457, 0.358, 0.361, 0.311, 0.378, 0.517, 0.403, 0.407, 0.403], "lumo_ev": 0.42, "smiles": "CC(C)P(C(=O)[C@@H](F)C(F)(F)F)C(C)C", "de_lowest_kj_mol": 0.0, "homo_lumo_gap_ha": 0.3442}



Number 1: E -501.43950 Eh, strongest force on any atom 0.080 hartree/bohr. Number 2: E -842.81705 Eh, strongest force on any atom 0.070 hartree/bohr. Number 3: E -749.16315 Eh, strongest force on any atom 0.088 hartree/bohr. Number 4: E -1626.10147 Eh, strongest force on any atom 0.107 hartree/bohr. Number 5: E -1878.07241 Eh, strongest force on any atom 0.079 hartree/bohr. Number 6: E -1167.98371 Eh, strongest force on any atom 0.041 hartree/bohr.